C30H55BO2P2Y | ωB97M-V/def2-TZVPD

XYZ file:
```
91
Properties=species:S:1:pos:R:3:mulliken_charge:R:1
Y 0.932 0.027 1.199 1.274
C 2.557 1.337 2.392 0.656
C 1.281 1.934 2.654 1.023
C 1.296 -0.181 3.620 -0.132
C 2.570 0.036 2.998 0.829
C 0.502 0.996 3.410 0.989
C 3.772 2.044 1.891 -1.337
H 3.583 3.121 1.727 0.351
H 4.087 1.631 0.922 0.235
H 4.623 1.944 2.602 0.376
C 3.811 -0.752 3.270 -1.434
H 4.674 -0.317 2.740 0.106
H 3.686 -1.801 2.959 0.305
H 4.044 -0.736 4.352 0.391
C 1.040 -1.259 4.624 -1.677
H 1.697 -1.137 5.495 0.333
H 1.240 -2.253 4.196 0.303
H 0.001 -1.204 4.975 0.422
C -0.689 1.367 4.203 -1.943
H -0.381 1.763 5.185 0.335
H -1.330 0.500 4.381 0.479
H -1.275 2.141 3.707 0.382
C 0.980 3.382 2.515 -2.094
H 1.225 3.953 3.431 0.369
H -0.083 3.544 2.305 0.357
H 1.551 3.841 1.697 0.417
C 0.720 0.581 -1.410 -0.650
C 1.053 1.783 -0.867 -0.595
C 0.185 2.999 -0.932 -0.812
C -1.322 2.747 -0.627 -1.155
C -1.614 1.848 0.512 0.010
C -1.683 0.502 0.505 -1.183
C -1.548 -0.383 -0.717 1.861
C -0.648 0.165 -1.852 -0.798
H 0.200 3.467 -1.937 0.571
H -1.832 2.422 -1.543 -0.005
H 0.591 3.742 -0.226 0.184
H -1.167 0.964 -2.394 0.141
H 1.505 -0.170 -1.583 0.441
H 2.077 1.980 -0.547 0.949
H -0.533 -0.658 -2.586 0.678
H -1.167 -1.391 -0.411 0.443
H -2.092 -0.026 1.382 0.711
H -2.553 -0.592 -1.167 -1.908
H -1.737 3.742 -0.402 0.622
H -1.877 2.414 1.413 0.601
P -4.753 -1.178 -2.099 0.483
P -6.896 -2.095 -0.196 0.204
C -6.434 -1.509 -2.895 -0.877
C -7.240 -2.450 -2.008 -0.961
H -6.255 -1.954 -3.885 0.453
H -6.947 -0.542 -3.028 0.436
H -8.320 -2.351 -2.201 0.549
H -6.937 -3.496 -2.182 0.424
C -7.975 -3.476 0.387 -1.135
H -8.050 -3.431 1.480 0.384
H -7.505 -4.426 0.103 0.348
H -8.979 -3.413 -0.055 0.309
C -8.132 -0.734 -0.045 -1.121
H -9.068 -0.987 -0.556 0.356
H -7.710 0.182 -0.469 0.267
H -8.324 -0.574 1.021 0.394
C -3.799 -2.249 -3.260 -1.120
H -2.723 -2.098 -3.107 0.230
H -4.075 -2.031 -4.301 0.374
H -4.048 -3.295 -3.029 0.330
C -4.548 0.504 -2.820 -0.825
H -5.302 1.156 -2.354 0.353
H -4.706 0.488 -3.907 0.394
H -3.551 0.902 -2.585 -0.023
C 5.920 -2.416 -1.173 -1.842
C 5.534 -1.067 -0.612 2.038
C 6.510 -0.719 0.501 -2.024
O 4.223 -1.248 -0.020 -0.438
B 3.436 -0.172 -0.354 -0.244
O 4.076 0.691 -1.230 -0.237
C 5.338 0.108 -1.634 1.458
C 6.358 1.217 -1.627 -1.883
C 5.188 -0.345 -3.071 -2.127
H 5.261 -2.742 -1.982 0.320
H 5.872 -3.174 -0.383 0.437
H 6.947 -2.386 -1.548 0.389
H 6.482 -1.488 1.281 0.461
H 7.530 -0.691 0.098 0.462
H 6.296 0.249 0.974 0.194
H 7.303 0.856 -2.043 0.427
H 6.012 2.038 -2.263 0.442
H 6.555 1.630 -0.636 0.295
H 4.520 -1.206 -3.187 0.324
H 4.792 0.478 -3.678 0.498
H 6.170 -0.612 -3.481 0.401
```

charge = +1
HOMO-LUMO gap = 6.2 eV
HOMO level = -9.572 eV

=====

C7H10O3PPdS6 | ωB97M-V/def2-TZVPD

XYZ file:
```
28
Properties=species:S:1:pos:R:3:mulliken_charge:R:1
Pd 1.127 -0.758 0.197 -0.255
O 6.229 -3.246 4.236 -0.565
C 5.256 -2.975 3.526 0.040
S 3.946 -1.701 4.148 -0.217
C 3.142 -1.570 2.611 0.259
C 3.901 -1.903 1.452 0.205
S 3.296 -1.742 -0.120 -0.334
S 5.543 -2.418 1.704 -0.217
S 1.549 -1.002 2.532 -0.397
C -0.876 2.098 1.876 -1.062
C -1.366 2.031 0.450 -0.280
O -1.308 0.670 0.017 -0.317
P -0.593 0.278 -1.398 0.916
S -0.739 -1.681 -1.540 -0.468
S 1.102 1.229 -1.666 -0.464
O -1.674 1.000 -2.421 -0.433
C -3.008 0.502 -2.456 -0.349
C -3.263 -0.210 -3.768 -1.135
H -0.987 3.117 2.263 0.387
H 0.174 1.809 1.938 0.178
H -1.445 1.419 2.513 0.276
H -0.757 2.657 -0.204 0.396
H -2.408 2.357 0.365 0.238
H -3.675 1.364 -2.352 0.323
H -3.191 -0.168 -1.615 0.385
H -3.006 0.442 -4.606 0.275
H -4.318 -0.490 -3.857 0.374
H -2.652 -1.110 -3.826 0.240
```

energy relative to the best compared isomer or geometry (same formula, charge and spin) = 13.6 kcal/mol
charge = -2
⟨S²⟩ = 3.769
HOMO-LUMO gap (spin up / spin down) = 4.1 / 6.2 eV
2S+1 = 4
HOMO level (spin up / spin down) = 0.610 / -1.464 eV

=====

BrNO5S | ωB97M-V/def2-TZVPD

XYZ file:
```
8
Properties=species:S:1:pos:R:3:mulliken_charge:R:1
N 0.287 -0.835 0.252 0.903
O -0.550 -1.522 -0.217 -0.441
O 1.381 -1.117 0.631 -0.484
O 0.804 1.801 0.670 -0.430
O -1.523 1.168 0.540 -0.384
O -0.004 0.563 -1.593 -0.317
S -0.217 0.931 0.203 1.033
Br -0.373 2.046 -2.476 0.121
```

energy relative to the best compared isomer or geometry (same formula, charge and spin) = 13.7 kcal/mol
HOMO-LUMO gap = 9.6 eV
HOMO level = -10.860 eV

=====

C5H8O2 | ωB97M-V/def2-TZVPD

XYZ file:
```
15
Properties=species:S:1:pos:R:3:mulliken_charge:R:1
C 1.349 -1.454 -0.525 -0.627
C 1.723 -0.912 0.606 -0.887
C 0.534 -0.340 -0.080 1.026
C -2.019 -0.854 -0.240 -0.567
C 0.528 2.021 0.306 -0.707
O -1.011 -0.576 0.617 -0.351
O 0.490 0.922 -0.573 -0.352
H 1.546 -2.226 -1.240 0.418
H 2.459 -0.708 1.338 0.428
H -2.953 -1.207 0.247 0.273
H -1.933 -1.786 -1.003 0.207
H -2.237 0.067 -0.967 0.236
H 1.459 2.300 0.636 0.306
H -0.238 1.789 1.061 0.355
H 0.301 2.964 -0.184 0.243
```

energy relative to the best compared isomer or geometry (same formula, charge and spin) = 126.7 kcal/mol
⟨S²⟩ = 2.014
HOMO-LUMO gap (spin up / spin down) = 6.6 / 6.6 eV
2S+1 = 3
HOMO level (spin up / spin down) = -5.544 / -9.694 eV